Density functional theory data (ωB97M-V/def2-TZVPD) for a cluster of 3 separate species, C26H53Br2N3O2P in total.

The energy above the lowest of the compared OMol25 structures with the same formula, charge and spin is 0.0 kcal/mol. As for the LUMO energy: -4.52 eV. The value obtained for the total energy is -6826.37632 Ha.

ORCA input file:
```
! RIJCOSX wB97M-V def2-TZVPD def2/J DEFGRID3
* xyz 1 1
C 3.381 -1.864 1.650
C 3.076 -1.617 0.174
C 1.574 -1.750 -0.155
C 0.957 -0.406 -0.546
C -0.559 -0.427 -0.774
C -1.273 -1.111 0.397
C -2.766 -0.797 0.481
C -3.406 -1.348 -0.857
C -4.882 -1.675 -0.907
N -5.822 -0.867 -1.158
C -3.113 0.725 0.571
P -2.173 2.048 1.741
N -2.310 3.433 0.766
O -0.601 1.796 1.415
N -4.436 0.661 1.216
C -4.632 -0.402 1.898
C -3.493 -1.348 1.752
Br -2.465 -0.966 3.395
C -3.941 -2.815 1.816
C -2.835 -3.794 1.472
O -1.786 -3.835 1.991
Br -3.280 -5.003 0.027
H 4.430 -1.671 1.879
H 3.169 -2.900 1.923
H 2.774 -1.213 2.288
H 3.422 -0.615 -0.099
H 3.653 -2.320 -0.430
H 1.439 -2.458 -0.978
H 1.073 -2.169 0.723
H 1.185 0.334 0.232
H 1.479 -0.073 -1.448
H -0.903 0.603 -0.901
H -0.771 -0.958 -1.708
H -1.178 -2.190 0.258
H -0.763 -0.888 1.336
H -3.227 -0.586 -1.619
H -2.840 -2.232 -1.161
H -5.161 -2.717 -0.743
H -5.463 0.067 -1.370
H -3.189 1.202 -0.404
H -1.638 3.468 0.006
H -3.239 3.634 0.414
H -0.140 1.328 2.130
H -5.110 1.418 1.174
H -5.523 -0.539 2.499
H -4.224 -3.049 2.847
H -4.819 -2.982 1.199
C 4.120 3.676 3.827
C 2.955 3.743 4.809
C 2.824 2.500 5.689
C 2.579 1.198 4.925
C 1.343 1.217 4.029
C 0.032 1.430 4.784
H 4.009 2.852 3.120
H 4.197 4.596 3.247
H 5.065 3.535 4.355
H 2.023 3.915 4.260
H 3.082 4.612 5.458
H 2.021 2.659 6.415
H 3.738 2.383 6.277
H 2.483 0.379 5.644
H 3.453 0.959 4.314
H 1.296 0.257 3.495
H 1.456 1.993 3.264
H -0.120 0.653 5.536
H -0.823 1.402 4.106
H -0.003 2.396 5.288
C -0.834 0.558 -4.971
C -0.227 -0.779 -5.382
C 1.192 -0.987 -4.858
C 2.223 0.029 -5.354
C 2.363 0.106 -6.874
C 2.816 -1.203 -7.512
H -0.266 1.400 -5.368
H -1.858 0.653 -5.335
H -0.852 0.653 -3.881
H -0.243 -0.869 -6.471
H -0.859 -1.590 -5.006
H 1.521 -1.997 -5.116
H 1.171 -0.950 -3.762
H 3.195 -0.226 -4.921
H 1.974 1.022 -4.969
H 3.084 0.891 -7.114
H 1.416 0.422 -7.321
H 3.776 -1.523 -7.102
H 2.935 -1.092 -8.590
H 2.097 -2.007 -7.345
*
```